(1)
17
Properties=species:S:1:pos:R:3:forces:R:3:lowdin_charge:R:1 method="wB97M-V/def2-TZVPD" lumo_ev=-4.526 relative_energy_kj_mol=487.0 total_charge=+1 total_energy_ev=-9337.206 smiles="C=NCCC1=[N+]=C1C"
C -1.807108 0.157841 -0.073435 0.981 -4.071 0.081 -0.058
C 2.277643 1.169443 -0.610875 -2.364 -0.081 0.491 0.022
C 0.230188 -1.709596 0.164075 2.458 -1.201 2.185 -0.093
C 1.506184 -0.850296 0.472491 -1.354 -0.453 -0.679 -0.175
C -0.874296 -0.876377 -0.009815 -2.297 1.105 -1.483 -0.129
C -2.373642 1.462060 -0.008551 -0.833 -1.377 -1.100 0.055
N -2.096169 -1.104726 -0.463796 -0.708 1.617 0.031 0.356
N 1.328159 0.355159 -0.335673 1.282 -0.297 0.524 -0.048
H 1.757553 1.982078 -1.093944 1.214 0.831 -0.649 0.072
H 3.321996 1.219550 -0.296165 -0.130 -0.444 -0.076 0.099
H 0.438661 -2.565758 -0.502109 -0.672 0.910 -0.598 0.161
H -0.169761 -2.318160 1.025236 0.648 0.429 0.017 0.176
H 1.529004 -0.656563 1.526719 0.114 0.484 0.558 0.120
H 2.356459 -1.432246 0.219948 1.000 -0.384 -0.249 0.111
H -3.275243 1.434453 -0.614372 -0.096 0.453 0.061 0.127
H -1.593936 2.031799 -0.393347 1.106 1.867 -0.710 0.093
H -2.555688 1.701337 0.993610 -0.348 0.611 1.597 0.110

(2)
21
Properties=species:S:1:pos:R:3:forces:R:3:nbo_charge:R:1 method="wB97M-V/def2-TZVPD" lumo_ev=5.709 relative_energy_kj_mol=0.0 total_charge=-2 total_energy_ev=-24843.394
C 1.311147 0.569408 0.327421 -0.407 -0.494 -1.210 -0.219
N 1.202052 -0.873857 0.298355 0.198 -0.293 0.644 -0.692
C 1.864620 -1.720131 1.201114 0.284 -0.438 -0.227 0.877
O 2.751410 -1.245667 1.933561 -0.028 0.210 0.168 -0.800
O 1.528139 -2.955293 1.136904 -0.142 0.295 0.017 -0.845
C -0.022557 1.323378 0.497285 0.094 0.403 -0.070 -0.436
C -0.355651 2.249990 -0.674733 -0.047 1.044 0.486 -0.504
S -1.835700 3.326439 -0.391229 -0.046 -0.387 -0.211 -0.752
H 1.716421 0.881348 -0.643958 0.127 0.178 -0.081 0.150
H 2.081188 0.793072 1.045433 0.027 0.134 0.529 0.226
H 0.499468 -1.348601 -0.239500 -0.165 0.280 -0.171 0.380
H -0.854409 0.635011 0.626962 -0.027 -0.226 0.159 0.198
H -0.002147 1.968861 1.377268 -0.051 -0.122 0.140 0.200
H -0.421396 1.722301 -1.623105 -0.104 -0.303 -0.145 0.165
H 0.453388 2.977500 -0.786729 0.275 -0.244 -0.088 0.176
H -1.219965 -3.254900 -0.103581 0.011 0.027 0.076 0.445
H 0.316695 -3.392682 0.209046 0.017 -0.110 -0.030 0.506
O -0.426839 -3.695389 -0.417705 -0.006 0.015 -0.051 -1.033
H -2.331316 0.124943 -1.396185 -0.223 0.032 0.076 0.458
H -3.034137 1.430306 -1.101015 0.090 0.300 0.269 0.501
O -3.220415 0.483971 -1.275599 0.123 -0.302 -0.280 -1.000

(3)
17
Properties=species:S:1:pos:R:3:forces:R:3:nbo_charge:R:1 method="wB97M-V/def2-TZVPD" lumo_ev="-0.417 / -0.747" relative_energy_kj_mol=504.9 total_charge=0 total_energy_ev=-24889.523
C 1.371744 -0.726152 0.017979 -2.471 3.613 -0.316 0.084
C -0.920657 -1.314523 -0.730682 1.681 0.321 2.617 0.576
C -0.067848 -0.984734 0.491388 3.033 -0.582 1.320 -0.090
C 1.237692 1.618786 0.050590 -2.807 1.537 0.099 0.039
C -1.643291 -0.175905 -1.313951 -3.966 1.261 -0.127 -0.766
N 1.780973 0.499458 -0.130210 2.124 -4.084 0.041 -0.460
N -0.028212 1.001191 1.958031 1.257 1.076 0.695 -0.257
O -0.851862 -2.477093 -0.992978 -1.004 -0.803 -1.766 -0.504
O -0.669026 0.028033 1.293965 -0.553 -0.123 -0.254 -0.375
Cl 2.337262 2.831837 0.466117 0.176 1.506 0.190 0.040
H 2.081978 -1.444997 -0.209582 0.774 -1.824 -0.209 0.205
H 0.186352 -1.832469 1.158073 -1.242 -0.354 -0.425 0.221
H 0.254758 1.837557 -0.427667 0.851 0.507 0.749 0.208
H -2.556990 -0.628163 -1.864481 1.588 0.972 0.480 0.255
H -1.120110 0.563142 -1.934179 0.327 -0.803 -0.180 0.259
H -2.104426 0.549568 -0.496604 1.015 -1.910 -1.257 0.271
H 0.711663 0.654463 2.664190 -0.782 -0.307 -1.657 0.295

(4)
36
Properties=species:S:1:pos:R:3:forces:R:3:nbo_charge:R:1 method="wB97M-V/def2-TZVPD" lumo_ev=0.805 total_charge=0 total_energy_ev=-91365.079 smiles=CCn1cnc2cc(NCc3ccc(Br)cc3)ccc21
C -4.891080 -2.477313 -0.705986 -0.052 0.167 0.174 -0.613
H -5.030789 -2.204915 -1.749669 -0.008 -0.001 -0.078 0.212
H -5.626652 -3.231282 -0.438867 -0.059 -0.121 0.001 0.213
H -3.896096 -2.900695 -0.591021 0.069 -0.065 -0.017 0.214
C -5.050039 -1.248312 0.188072 -0.179 -0.446 -0.128 -0.202
N -4.085128 -0.233790 -0.134074 0.001 0.263 0.000 -0.359
C -4.261214 0.847306 -0.940218 -0.042 0.007 0.039 0.218
N -3.196705 1.570720 -1.107334 0.025 0.483 -0.338 -0.488
C -2.218032 0.943923 -0.376396 -0.301 -0.731 0.326 0.192
C -0.885749 1.290431 -0.192242 0.149 -0.123 0.074 -0.316
C -0.101543 0.466552 0.605592 -0.309 0.214 -0.064 0.169
C -0.663217 -0.674113 1.213981 -0.050 -0.091 0.055 -0.249
C -1.985453 -1.020752 1.050103 -0.023 -0.080 0.025 -0.223
C -2.761260 -0.204864 0.242440 0.460 0.479 -0.163 0.046
H -2.390389 -1.898067 1.532939 -0.001 -0.100 0.054 0.213
H -0.027159 -1.290362 1.834480 0.051 -0.060 0.062 0.203
N 1.219547 0.764474 0.874447 0.456 -0.218 0.162 -0.596
H 1.725832 0.046674 1.370167 -0.046 0.080 -0.093 0.384
C 2.032133 1.586118 0.000439 -0.173 0.167 0.069 -0.231
C 3.439036 1.060306 -0.061753 0.059 0.050 0.070 -0.057
C 4.516540 1.820704 0.372729 -0.174 -0.082 -0.073 -0.183
C 5.804489 1.316684 0.327697 0.197 -0.124 -0.040 -0.237
C 6.010051 0.035799 -0.152940 0.222 -0.021 0.019 -0.073
C 4.952165 -0.743897 -0.589861 0.116 -0.045 -0.004 -0.255
C 3.672433 -0.225198 -0.541578 0.009 0.111 0.025 -0.144
H 2.841943 -0.825093 -0.885359 -0.103 -0.063 -0.034 0.212
H 5.129027 -1.740087 -0.965208 0.025 -0.062 -0.027 0.229
Br 7.780395 -0.669759 -0.215342 -0.222 0.088 0.009 0.049
H 6.639227 1.911478 0.665149 0.064 0.026 0.023 0.229
H 4.350904 2.818900 0.749571 -0.041 0.106 0.051 0.217
H 1.604488 1.581819 -1.010893 0.002 0.031 0.088 0.205
H 2.034664 2.623163 0.361466 0.056 -0.052 -0.202 0.192
H -0.497907 2.184867 -0.649113 0.066 0.142 -0.046 0.222
H -5.213729 1.070740 -1.383335 -0.261 -0.032 -0.054 0.192
H -6.049302 -0.821293 0.064007 0.116 -0.011 0.111 0.207
H -4.921438 -1.530881 1.237909 -0.101 0.114 -0.075 0.204